No. 1
Entry from the Open Molecules 2025 dataset: C32H42CrN4OS as an isolated structure in a non-equilibrium geometry (ωB97M-V/def2-TZVPD).

Structure (ORCA input):
```
! RIJCOSX wB97M-V def2-TZVPD def2/J DEFGRID3
* xyz 1 2
Cr -0.0172 -0.0116 0.0300
C 1.2184 -1.5715 -0.8853
C 0.7623 -2.1955 0.3223
C 1.2991 -1.4285 1.4110
C 2.0663 -0.3723 0.8142
C 2.1121 -0.5130 -0.5863
C 3.1652 0.0048 -1.5459
C 4.0442 -1.2085 -1.9023
C 2.5693 0.5736 -2.8403
C 4.0362 1.0734 -0.8813
C 1.3092 -1.5271 2.9491
C 0.2286 -0.5938 3.5211
C 1.1002 -2.9172 3.5598
C 2.6730 -1.0358 3.4804
C 0.1187 -3.5809 0.2356
C -1.1949 -3.7019 1.0249
C 1.1542 -4.6187 0.7041
C -0.2240 -3.9416 -1.2198
H 1.1393 -2.0112 -1.8647
H 2.6789 0.3141 1.3748
H 3.5014 -1.9123 -2.5342
H 4.3694 -1.7332 -1.0025
H 4.9294 -0.8766 -2.4458
H 1.7903 -0.0785 -3.2393
H 3.3545 0.6687 -3.5910
H 2.1448 1.5612 -2.6747
H 4.5569 0.6776 -0.0083
H 3.4393 1.9338 -0.5700
H 4.7865 1.4165 -1.5934
H -0.7722 -1.0021 3.3623
H 0.2886 0.3841 3.0519
H 0.3735 -0.4718 4.5961
H 0.2025 -3.4133 3.2060
H 0.9985 -2.7996 4.6390
H 1.9632 -3.5582 3.3826
H 2.7581 0.0505 3.4539
H 3.4977 -1.4715 2.9150
H 2.7803 -1.3395 4.5211
H -1.1820 -3.1335 1.9520
H -1.3910 -4.7478 1.2650
H -2.0276 -3.3393 0.4235
H 1.2917 -4.6083 1.7792
H 2.1204 -4.4354 0.2303
H 0.8226 -5.6186 0.4215
H -0.8715 -3.1936 -1.6827
H -0.7545 -4.8940 -1.2256
H 0.6722 -4.0699 -1.8273
O -0.6896 1.4118 1.2883
N -1.4290 2.4037 1.8266
C -0.9719 2.7825 3.0536
C -1.5773 3.7361 3.8049
C -2.7141 4.3769 3.2926
C -3.1625 4.0279 2.0537
C -2.5392 3.0201 1.2701
S -3.1980 2.6620 -0.2382
H -0.0914 2.2530 3.3832
H -1.1828 3.9883 4.7772
H -3.2220 5.1346 3.8728
H -4.0230 4.5027 1.6093
N -1.5737 -0.1293 -2.6307
C -0.9043 1.0946 -2.5290
C -0.9923 2.0216 -3.5645
C -0.3872 3.2501 -3.4145
C 0.3083 3.5181 -2.2381
C 0.3840 2.5332 -1.2855
N -0.2011 1.3350 -1.4236
C -2.3813 -0.6106 -1.5966
C -3.6547 -1.0965 -1.8789
C -4.4798 -1.4495 -0.8319
C -4.0023 -1.3373 0.4704
C -2.7099 -0.9136 0.6562
N -1.8991 -0.5668 -0.3531
H -1.9986 -0.2495 -3.5378
H -1.5652 1.7771 -4.4484
H -0.4762 4.0016 -4.1864
H 0.7777 4.4766 -2.0748
H 0.9147 2.6895 -0.3549
H -3.9959 -1.1521 -2.9035
H -5.4886 -1.7911 -1.0156
H -4.6246 -1.5773 1.3191
H -2.2818 -0.8202 1.6457
*
```

Summary:
Gap between HOMO and LUMO (spin up / spin down)   6.137 / 6.661 eV
LUMO energy (spin up / spin down)   -3.532 / -3.019 eV
Energy relative to the best compared isomer or geometry (same formula, charge and spin)   1.539 eV
<S²>   0.766

=====

No. 2
Entry from the Open Molecules 2025 dataset: a 14-piece molecular cluster, C42H77N7O21 overall in a non-equilibrium geometry (ωB97M-V/def2-TZVPD).

Structure (ORCA input):
```
! RIJCOSX wB97M-V def2-TZVPD def2/J DEFGRID3
* xyz 0 1
C -3.2619 0.0212 -4.9020
C -1.9382 -0.7387 -4.9950
O -1.8075 -1.0616 -6.3840
C -0.6733 -0.6860 -7.0245
O 0.3060 -0.2851 -6.4900
O -0.8944 -0.8832 -8.3226
C 0.0445 -0.2434 -9.2162
H -4.1269 -0.6287 -5.1147
H -3.2001 0.8191 -5.6509
H -3.4447 0.4308 -3.9234
H -2.0969 -1.7266 -4.5587
H -1.0770 -0.1709 -4.6728
H -0.3595 0.6958 -9.5364
H 0.0465 -0.9018 -10.0793
H 0.9932 -0.0188 -8.7226
C 1.1040 -2.0209 7.6629
C 0.0367 -2.4904 6.7130
O -0.4438 -1.3433 5.9179
C -1.4918 -1.6126 5.1600
O -1.8734 -2.7235 4.8829
O -2.1406 -0.4542 4.9159
C -3.2503 -0.6958 3.9879
H 1.9584 -1.6854 7.0928
H 1.4510 -2.8434 8.2493
H 0.7799 -1.3093 8.4516
H -0.7751 -2.8215 7.3557
H 0.2994 -3.3017 6.0167
H -3.4215 0.3172 3.6634
H -4.1318 -1.0376 4.5411
H -2.8981 -1.2426 3.1121
C -4.1866 -3.8475 -3.3754
C -3.1906 -4.9376 -3.4449
O -2.6781 -5.1685 -2.1287
C -1.6844 -4.4430 -1.8025
O -1.2670 -3.4049 -2.3321
O -1.1304 -5.0172 -0.7350
C -0.0406 -4.3143 -0.0859
H -4.7479 -3.8272 -2.4241
H -4.8718 -4.0345 -4.1947
H -3.6917 -2.8771 -3.3950
H -2.3819 -4.7031 -4.1119
H -3.6446 -5.8449 -3.7609
H 0.1419 -5.0368 0.7619
H -0.3066 -3.2528 0.2521
H 0.7953 -4.1651 -0.7845
C -0.3324 1.8542 6.9411
C 0.1019 3.2285 6.5024
O -0.4185 3.4129 5.1628
C -1.6497 3.8050 4.9118
O -2.2244 3.6432 3.8532
O -2.1082 4.3866 6.0068
C -3.5447 4.7287 5.9598
H -1.4076 1.8594 7.1475
H 0.1534 1.5827 7.8494
H -0.0979 1.1807 6.0981
H 1.1808 3.3208 6.4179
H -0.2891 4.0395 7.0391
H -4.0093 4.3745 6.8655
H -4.1106 4.3009 5.1570
H -3.5736 5.8432 5.8223
C 0.8487 -0.3340 -2.4966
C 1.6866 -0.4822 -1.2366
O 1.3679 0.5207 -0.2979
C 0.3468 0.3533 0.4909
O -0.2379 -0.6651 0.6359
O -0.0208 1.4655 1.0317
C -1.0352 1.5251 1.9697
H 0.9156 -1.2853 -3.0183
H 1.0420 0.5156 -3.1303
H -0.2170 -0.3131 -2.1554
H 2.7469 -0.2336 -1.4764
H 1.5136 -1.4884 -0.8276
H -0.9385 0.7661 2.7296
H -1.9321 1.4005 1.3229
H -1.0454 2.5507 2.4007
C 6.9965 -0.4444 4.5084
C 5.7963 0.4718 4.3795
O 5.0029 -0.0463 3.2910
C 3.7518 0.3272 3.0869
O 3.1075 -0.0787 2.1464
O 3.2893 1.1977 4.0345
C 1.8826 1.4274 4.0023
H 6.6643 -1.4889 4.5898
H 7.6396 -0.1667 5.3654
H 7.6366 -0.3696 3.6197
H 5.9328 1.5582 4.1468
H 5.2011 0.4383 5.2703
H 1.8070 2.2948 4.7359
H 1.2789 0.6225 4.3269
H 1.6694 1.7776 2.9828
C -0.5314 2.9182 -2.5902
C -0.7002 3.1593 -4.0964
O -2.0658 3.0455 -4.5957
C -2.9584 3.7936 -4.0113
O -2.8831 4.6110 -3.1384
O -4.1496 3.5310 -4.5927
C -5.3371 4.1027 -4.0280
H -0.9805 1.9743 -2.2680
H -0.7787 3.7816 -1.9544
H 0.5333 2.8165 -2.3451
H -0.1802 2.4121 -4.6724
H -0.3740 4.1279 -4.4699
H -6.0964 3.3423 -3.9337
H -5.8221 4.7621 -4.7274
H -5.0391 4.6584 -3.1352
C 4.3321 -2.4344 -0.1097
C 5.2177 -1.5904 -0.9499
N 5.8852 -0.9544 -1.6145
H 4.9626 -3.1283 0.4409
H 3.5906 -2.9048 -0.7757
H 3.8853 -1.7290 0.6209
C 3.5269 -0.1195 -4.6278
C 4.9191 0.2951 -4.9076
N 5.9537 0.7483 -5.1566
H 3.5821 -1.1715 -4.3707
H 2.9859 -0.0070 -5.5870
H 2.9539 0.3880 -3.8136
C 1.5644 -3.9189 -4.8155
C 2.2614 -3.8190 -3.5560
N 2.7914 -3.7448 -2.5419
H 2.1526 -3.4183 -5.5884
H 0.5805 -3.4188 -4.6630
H 1.3177 -4.9287 -5.1047
C -3.3641 -1.7397 -0.2427
C -2.9038 -0.5064 -0.8911
N -2.6480 0.5393 -1.3484
H -4.1623 -2.2052 -0.8040
H -3.8837 -1.5143 0.6904
H -2.5212 -2.4207 -0.0469
C 1.3985 -2.4676 3.0763
C 2.4691 -2.2210 4.0058
N 3.3240 -2.0306 4.7952
H 1.3524 -1.6910 2.3208
H 0.4220 -2.4501 3.6289
H 1.5177 -3.4389 2.6217
C 4.5255 1.9308 -1.4337
C 3.6178 2.3881 -2.4892
N 2.9485 2.7179 -3.3609
H 4.0096 1.4708 -0.5660
H 4.9722 2.8419 -1.0150
H 5.2111 1.3165 -1.9854
C -3.2597 4.1592 -0.0284
C -4.7346 3.8261 -0.0556
N -5.8410 3.5445 -0.0094
H -2.6905 3.7026 -0.8181
H -2.8657 3.9403 0.9681
H -3.1901 5.2668 -0.0649
*
```

Summary:
Gap between HOMO and LUMO   10.667 eV
LUMO energy   0.385 eV

=====

No. 3
Entry from the Open Molecules 2025 dataset: C46H36FeGeN5OS3 as an isolated structure (ωB97M-V/def2-TZVPD).

Structure (ORCA input):
```
! RIJCOSX wB97M-V def2-TZVPD def2/J DEFGRID3
* xyz -2 6
Fe -0.1321 -0.2960 1.2292
C 3.8045 -2.0336 1.0960
C 4.5800 -0.9752 1.6395
C 3.9664 0.1780 2.0312
C 2.5604 0.3161 1.8985
N 1.8183 -0.7164 1.3212
C 2.4475 -1.8329 0.9577
C 1.7928 1.4188 2.3327
C 2.2334 2.6441 2.8828
C 1.2965 3.5854 3.2336
C -0.0775 3.3418 3.0792
C -0.4569 2.1221 2.5447
N 0.4543 1.2309 2.1751
C -1.8365 1.5878 2.3480
C -2.8549 2.0880 3.0915
C -4.1980 1.4821 3.0710
C -4.5923 -0.6897 2.9928
C -3.2150 -1.2885 2.6278
N -1.8685 0.5193 1.4919
H 4.2499 -2.9668 0.7815
H 5.6539 -1.0817 1.7460
H 4.5375 0.9948 2.4557
H 1.8071 -2.5825 0.5114
H 3.2907 2.8379 3.0063
H 1.6253 4.5358 3.6395
H -0.8199 4.0761 3.3533
H -2.6482 2.8909 3.7874
H -4.9849 2.2362 3.1080
H -5.4417 -1.3681 2.9798
H -3.2742 -2.3029 2.2391
S -3.4325 -0.9124 -0.2192
C -3.1005 -0.2219 1.4285
C -4.3996 0.4448 1.9543
C -4.5457 0.3179 4.1746
C -5.8922 0.5468 4.7056
N -6.9695 0.7168 5.0733
C -3.5462 0.0214 5.2407
C -2.3787 -0.6406 4.9023
C -2.1307 -1.2023 3.6513
S -0.5297 -1.6693 3.2168
C -3.6965 0.5685 6.5448
N -3.8190 1.0083 7.6085
H -5.1306 0.6761 1.1869
H -1.5808 -0.6824 5.6357
O -0.4023 -1.9339 0.0700
S -1.5542 -2.9447 0.0665
C -1.8720 -3.1951 -1.6936
C -0.7735 -4.0994 -2.2259
C -0.6575 -5.2319 -1.2127
C -0.5591 -4.5336 0.1421
H -1.8917 -2.1987 -2.1271
H -2.8688 -3.6396 -1.7666
H 0.1637 -3.5371 -2.2514
H -0.9846 -4.4430 -3.2416
H 0.2001 -5.8799 -1.4106
H -1.5565 -5.8556 -1.2531
H 0.4589 -4.2363 0.3831
H -0.9620 -5.1147 0.9719
C 0.1063 0.7075 -0.3915
Ge 1.0847 0.8807 -1.9971
C 2.0386 -0.6751 -2.7442
C 1.4360 -1.4455 -3.7411
C 2.0881 -2.5371 -4.3042
C 3.3586 -2.8887 -3.8700
C 3.9670 -2.1462 -2.8669
C 3.3122 -1.0530 -2.3137
C -0.2050 1.3398 -3.4149
C 0.1711 1.6232 -4.7297
C -0.7799 1.8694 -5.7117
C -2.1327 1.8266 -5.3902
C -2.5239 1.5414 -4.0895
C -1.5673 1.3005 -3.1071
C 2.3811 2.3703 -1.9235
C 2.1304 3.5758 -2.5804
C 2.9869 4.6642 -2.4458
C 4.1129 4.5699 -1.6413
C 4.3733 3.3833 -0.9682
C 3.5129 2.3020 -1.1046
H 0.4401 -1.1908 -4.0868
H 1.5987 -3.1158 -5.0796
H 3.8698 -3.7388 -4.3071
H 4.9523 -2.4200 -2.5074
H 3.8053 -0.5024 -1.5243
H 1.2248 1.6473 -4.9938
H -0.4688 2.0885 -6.7272
H -2.8783 2.0075 -6.1564
H -3.5751 1.4954 -3.8310
H -1.8843 1.0549 -2.0959
H 1.2509 3.6708 -3.2075
H 2.7663 5.5909 -2.9636
H 4.7776 5.4189 -1.5296
H 5.2413 3.3014 -0.3239
H 3.7217 1.4032 -0.5371
*
```

Summary:
Gap between HOMO and LUMO (spin up / spin down)   4.425 / 5.688 eV
LUMO energy (spin up / spin down)   4.028 / 4.023 eV
Energy relative to the best compared isomer or geometry (same formula, charge and spin)   3.502 eV
<S²>   8.822

=====

No. 4
Entry from the Open Molecules 2025 dataset: a 8-piece molecular cluster, BH20NO6 overall in a non-equilibrium geometry (ωB97M-V/def2-TZVPD).

Structure (ORCA input):
```
! RIJCOSX wB97M-V def2-TZVPD def2/J DEFGRID3
* xyz 0 1
N 0.3159 0.6361 0.1811
H 1.2559 0.3771 -0.2269
H -0.5561 0.2501 -0.1789
H 0.4119 1.5811 0.1561
H 0.5289 0.3401 1.1061
B -0.7501 -3.6589 -0.7899
H -0.5721 -2.3779 -0.7739
H -0.2911 -3.9529 0.3891
H -1.9221 -4.0069 -0.7429
H -0.0891 -4.2059 -1.7489
O 3.2299 2.1241 0.5591
H 3.8929 1.7471 0.1441
H 3.6969 2.2491 1.3291
O 2.9469 -0.2879 -1.9569
H 2.8989 0.2561 -2.8529
H 3.6929 -0.1769 -1.3259
O -1.5051 -1.4269 1.6601
H -2.3961 -1.7909 2.0241
H -1.3691 -1.9229 0.8881
O -1.8031 2.6881 -1.0179
H -2.4541 1.9391 -1.3559
H -1.0891 2.9281 -1.7489
O 0.4459 2.3141 3.1191
H 0.4479 3.3201 3.1821
H -0.3691 2.2181 3.7251
O -2.8331 -0.0139 -1.1349
H -2.5841 -0.3639 -2.0029
H -3.1811 -0.7839 -0.6049
*
```

Summary:
Gap between HOMO and LUMO   6.884 eV
LUMO energy   -0.532 eV
Energy relative to the best compared isomer or geometry (same formula, charge and spin)   0.435 eV